Record 1
The following is a quantum chemistry calculation of a structure of composition C12H11N5O9P2PtS2, from OMol25.

Element x y z (Å)
Pt  -1.00  -0.50  1.32
O  -3.23  -0.44  4.66
P  -3.01  -0.92  3.18
O  -4.21  -1.57  2.64
O  -1.64  -1.59  2.98
O  -2.66  0.51  2.35
P  -1.95  1.86  3.17
O  -2.01  2.89  1.93
O  -2.96  2.20  4.21
O  -0.55  1.54  3.48
H  -3.05  0.53  4.78
H  -2.92  3.15  1.76
O  3.37  -3.29  1.07
C  3.74  -2.42  0.11
C  4.90  -2.68  -0.60
C  5.22  -1.96  -1.79
C  4.54  -0.85  -2.16
C  3.56  -0.30  -1.19
C  2.94  -1.32  -0.26
C  1.61  -0.89  -0.01
O  1.11  -2.25  1.78
N  0.15  0.77  -1.22
N  -0.93  0.50  -0.45
C  -2.02  1.01  -0.96
S  -1.88  1.84  -2.51
C  -3.66  2.16  -2.64
C  -4.39  1.02  -1.96
S  -3.64  0.83  -0.31
H  2.46  -2.99  1.40
H  5.47  -3.56  -0.33
H  6.02  -2.33  -2.41
H  4.77  -0.31  -3.07
H  4.07  0.46  -0.56
H  -3.91  2.22  -3.70
H  -3.92  3.11  -2.16
H  -4.27  0.09  -2.53
H  -5.45  1.22  -1.82
N  0.73  -1.35  0.95
C  1.25  0.12  -0.92
N  2.38  0.36  -1.76
C  2.43  1.20  -2.76
N  2.54  1.91  -3.67

Charge   -2
Max |F|   0.36 eV/Å
Spin multiplicity   3
Energy above the lowest of the compared OMol25 structures with the same formula, charge and spin   75.5 kcal/mol
HOMO (spin up / spin down)   -0.14 / -2.22 eV
Lowest unoccupied orbital energy (spin up / spin down)   4.1 / 4.0 eV

***

Record 2
The following is a quantum chemistry calculation of a cluster of 2 separate species, C2H3BrClF in total at a distorted geometry, from OMol25.

Element x y z (Å)
C  -0.28  1.14  -0.14
C  0.90  0.49  -0.23
F  1.15  -0.17  -1.44
Br  2.32  0.49  0.89
H  -0.53  1.65  0.77
H  -1.08  0.80  -0.70
Cl  -1.61  -1.68  0.64
H  -0.86  -2.72  0.20

Max |F|   3.66 eV/Å
Energy above the lowest of the compared OMol25 structures with the same formula, charge and spin   27.2 kcal/mol
HOMO   -9.55 eV
Lowest unoccupied orbital energy   0.6 eV
Structure (SMILES)   C=C(F)Br.Cl

***

Record 3
The following is a quantum chemistry calculation of a cluster of 8 separate species, C16H50ClN4O11 in total at a distorted geometry, from OMol25.

Element x y z (Å)
Cl  -3.70  -3.54  0.28
O  -2.58  -4.29  0.84
O  -3.59  -2.15  0.75
O  -3.70  -3.47  -1.15
O  -4.96  -4.11  0.71
O  -8.02  -2.38  -3.17
H  -8.50  -2.04  -2.41
H  -7.13  -2.52  -2.84
O  -3.23  -8.25  -1.43
H  -3.50  -7.39  -1.73
H  -3.65  -8.35  -0.57
O  -8.19  0.10  0.15
H  -8.14  0.69  -0.60
H  -7.32  0.12  0.54
C  0.30  5.24  -6.64
C  -0.55  5.87  -5.52
C  -1.69  4.98  -5.05
O  -1.27  3.81  -4.36
C  -2.43  3.05  -3.92
N  0.37  6.15  -4.43
H  1.05  5.97  -6.94
H  -0.21  4.86  -7.53
H  0.89  4.39  -6.29
H  -0.89  6.80  -5.96
H  -2.30  4.71  -5.91
H  -2.27  5.55  -4.33
H  -2.92  3.54  -3.08
H  -2.14  2.08  -3.52
H  -3.14  2.97  -4.74
H  -0.14  6.71  -3.77
H  0.69  5.32  -3.95
C  3.77  -1.32  3.53
C  4.46  -2.56  4.10
C  4.70  -2.27  5.67
O  5.63  -3.20  6.24
C  5.64  -3.27  7.66
N  3.57  -3.69  4.07
H  4.44  -0.47  3.52
H  2.80  -1.16  4.00
H  3.60  -1.47  2.46
H  5.36  -2.93  3.62
H  3.77  -2.25  6.23
H  5.13  -1.27  5.73
H  5.77  -4.33  7.88
H  4.66  -3.12  8.11
H  6.30  -2.59  8.19
H  3.51  -4.26  4.91
H  2.64  -3.35  3.86
C  0.20  -4.69  -5.94
C  1.30  -4.58  -4.89
C  1.36  -3.07  -4.39
O  2.15  -2.29  -5.26
C  1.97  -0.91  -5.05
N  0.96  -5.39  -3.72
H  0.33  -4.00  -6.77
H  -0.84  -4.43  -5.76
H  0.34  -5.67  -6.40
H  2.22  -4.94  -5.36
H  1.99  -3.14  -3.51
H  0.37  -2.70  -4.11
H  0.91  -0.66  -5.04
H  2.52  -0.41  -5.85
H  2.42  -0.61  -4.10
H  1.31  -4.84  -2.96
H  -0.03  -5.27  -3.57
C  0.01  4.58  7.33
C  0.07  3.78  6.08
C  -0.21  4.63  4.82
O  -0.04  4.07  3.52
C  -1.16  3.20  3.16
N  1.42  3.25  5.85
H  -0.87  5.22  7.32
H  0.81  5.30  7.45
H  -0.06  3.87  8.16
H  -0.55  2.90  6.29
H  0.31  5.59  4.86
H  -1.22  5.05  4.85
H  -1.41  2.56  4.01
H  -0.84  2.50  2.39
H  -1.95  3.87  2.84
H  1.36  2.45  5.23
H  1.95  3.91  5.30

Charge   -1
Max |F|   3.53 eV/Å
Energy above the lowest of the compared OMol25 structures with the same formula, charge and spin   82.9 kcal/mol
HOMO   -6.11 eV
Lowest unoccupied orbital energy   2.0 eV

***

Record 4
The following is a quantum chemistry calculation of a structure of composition C49H47BN11O4SSiSn at a distorted geometry, from OMol25.

Element x y z (Å)
Sn  -0.41  0.99  -0.27
C  -0.74  1.12  4.13
C  -0.16  1.72  3.00
N  -1.03  1.74  2.00
N  -2.18  1.17  2.44
C  -2.01  0.77  3.72
B  -3.48  1.17  1.57
N  -3.54  -0.10  0.71
C  -4.28  -1.22  0.82
C  -4.00  -2.03  -0.26
C  -3.03  -1.32  -0.98
N  -2.76  -0.16  -0.40
N  -3.53  2.38  0.57
C  -4.52  3.30  0.50
C  -4.28  4.12  -0.58
C  -3.10  3.62  -1.13
N  -2.65  2.59  -0.43
N  -4.71  1.30  2.48
C  -6.00  1.00  2.19
C  -6.79  1.47  3.21
C  -5.88  2.08  4.09
N  -4.63  1.98  3.65
H  -0.29  0.94  5.09
H  0.83  2.14  2.87
H  -2.80  0.28  4.26
H  -4.95  -1.39  1.65
H  -4.42  -2.99  -0.49
H  -2.50  -1.60  -1.88
H  -5.33  3.32  1.22
H  -4.88  4.96  -0.91
H  -2.54  3.96  -2.00
H  -6.27  0.48  1.28
H  -7.86  1.39  3.30
H  -6.07  2.58  5.03
O  2.82  -1.12  0.17
S  3.57  0.08  0.12
O  4.49  0.36  1.18
N  2.52  1.35  -0.08
C  3.06  2.56  -0.12
C  4.47  2.82  -0.24
C  4.99  4.09  -0.21
C  4.17  5.19  -0.05
C  2.76  5.02  0.04
C  1.91  6.13  0.19
C  0.57  5.94  0.26
C  0.08  4.63  0.18
N  0.85  3.57  0.05
C  2.18  3.73  -0.01
C  4.44  -0.05  -1.43
C  3.76  0.21  -2.62
C  4.39  -0.06  -3.82
C  5.67  -0.60  -3.83
C  6.33  -0.87  -2.63
C  5.72  -0.59  -1.42
H  5.15  1.99  -0.33
H  6.06  4.22  -0.29
H  4.59  6.19  0.00
H  2.35  7.12  0.25
H  -0.12  6.77  0.37
H  -0.98  4.44  0.24
H  2.75  0.62  -2.58
H  3.89  0.15  -4.75
H  6.16  -0.82  -4.77
H  7.32  -1.30  -2.65
H  6.21  -0.77  -0.47
C  -1.50  -0.44  -4.67
N  -0.64  0.66  -5.13
C  -0.46  0.89  -6.56
C  -0.07  1.41  -4.17
C  0.78  2.60  -4.55
O  -0.25  1.14  -2.98
H  -1.91  -0.96  -5.53
H  -2.31  -0.06  -4.05
H  -0.93  -1.14  -4.06
H  -1.01  0.14  -7.12
H  0.59  0.81  -6.85
H  -0.83  1.87  -6.87
H  0.95  2.72  -5.62
H  1.73  2.52  -4.04
H  0.28  3.49  -4.16
O  -0.32  -1.24  0.32
Si  0.30  -2.56  0.95
C  1.08  -3.82  -0.23
C  1.18  -5.17  0.09
C  1.81  -6.07  -0.76
C  2.36  -5.63  -1.96
C  2.24  -4.29  -2.31
C  1.62  -3.40  -1.45
C  -1.26  -3.50  1.66
C  -1.83  -3.07  2.87
C  -3.04  -3.61  3.31
C  -3.69  -4.58  2.55
C  -3.14  -5.00  1.35
C  -1.94  -4.46  0.90
C  1.27  -2.47  2.60
C  1.65  -1.22  3.09
C  2.41  -1.10  4.25
C  2.80  -2.23  4.94
C  2.43  -3.49  4.48
C  1.66  -3.60  3.32
H  0.74  -5.54  1.01
H  1.89  -7.12  -0.49
H  2.86  -6.33  -2.63
H  2.66  -3.94  -3.26
H  1.55  -2.34  -1.72
H  -1.32  -2.32  3.46
H  -3.47  -3.26  4.24
H  -4.63  -4.99  2.90
H  -3.66  -5.75  0.75
H  -1.53  -4.78  -0.05
H  1.35  -0.34  2.54
H  2.70  -0.11  4.60
H  3.40  -2.14  5.84
H  2.73  -4.38  5.01
H  1.36  -4.59  2.99

Max |F|   2.24 eV/Å
Spin multiplicity   2
Energy above the lowest of the compared OMol25 structures with the same formula, charge and spin   20.9 kcal/mol
HOMO (spin up / spin down)   -7.60 / -7.59 eV
Lowest unoccupied orbital energy (spin up / spin down)   -0.8 / -2.9 eV

***

Record 5
The following is a quantum chemistry calculation of a cluster of 2 separate species, C4H10S in total at a distorted geometry, from OMol25.

Element x y z (Å)
C  2.36  -0.39  -1.43
C  2.79  0.75  -0.81
H  2.42  -0.53  -2.51
H  1.62  -1.00  -0.92
H  3.24  1.52  -1.54
H  2.88  1.03  0.25
C  -2.87  0.42  0.67
S  -1.56  0.01  -0.51
C  -0.53  -0.74  0.87
H  -3.59  -0.35  0.76
H  -2.54  0.75  1.59
H  -3.35  1.35  0.20
H  -0.68  -1.86  0.78
H  -0.74  -0.34  1.87
H  0.55  -0.63  0.74

Max |F|   4.33 eV/Å
Energy above the lowest of the compared OMol25 structures with the same formula, charge and spin   47.6 kcal/mol
HOMO   -8.57 eV
Lowest unoccupied orbital energy   1.1 eV
Structure (SMILES)   C=C.CSC

***

Record 6
The following is a quantum chemistry calculation of a cluster of 2 separate species, C4H11NO in total at a distorted geometry, from OMol25.

Element x y z (Å)
C  -0.84  0.22  1.18
C  -1.03  0.91  -0.12
N  -1.58  2.19  -0.04
O  -0.70  0.55  -1.24
H  -1.70  -0.38  1.46
H  -0.76  0.90  2.03
H  0.08  -0.36  1.22
H  -1.63  2.57  -0.97
H  -2.20  2.44  0.71
C  1.79  -1.69  -0.82
C  1.89  -1.72  0.70
H  2.46  -0.96  -1.26
H  1.99  -2.68  -1.25
H  0.76  -1.61  -1.15
H  2.86  -2.09  1.04
H  1.75  -0.72  1.08
H  1.12  -2.43  1.03

Max |F|   2.19 eV/Å
Energy above the lowest of the compared OMol25 structures with the same formula, charge and spin   12.7 kcal/mol
HOMO   -9.85 eV
Lowest unoccupied orbital energy   0.9 eV
Structure (SMILES)   CC(N)=O.CC

***

Record 7
The following is a quantum chemistry calculation of a cluster of 2 separate species, C5H11N2 in total at a distorted geometry, from OMol25.

Element x y z (Å)
C  0.03  -0.83  -1.97
C  -0.06  -1.38  -3.23
C  -0.47  -1.55  -0.83
C  0.08  2.19  0.65
C  0.40  0.94  2.71
N  -0.01  1.15  1.40
N  -0.45  -1.18  0.34
H  0.45  -0.80  -4.00
H  -0.43  -2.28  -3.65
H  0.47  0.21  -1.89
H  -0.82  -2.62  -1.16
H  -0.25  2.27  -0.51
H  0.32  3.21  1.01
H  0.83  -0.07  2.82
H  1.20  1.59  3.08
H  -0.33  1.18  3.37
H  -0.78  -1.75  1.01
H  -0.17  -0.27  0.84

Charge   +1
Max |F|   6.49 eV/Å
Energy above the lowest of the compared OMol25 structures with the same formula, charge and spin   69.2 kcal/mol
HOMO   -14.00 eV
Lowest unoccupied orbital energy   -4.5 eV

***

Record 8
The following is a quantum chemistry calculation of a cluster of 2 separate species, C2H6O5 in total at a distorted geometry, from OMol25.

Element x y z (Å)
C  1.32  -0.13  -0.55
C  -1.23  0.01  0.21
O  1.60  -1.26  0.19
O  1.93  0.93  0.25
O  -1.80  -0.10  -1.03
O  -1.59  1.19  0.74
O  -1.37  -1.20  0.92
H  1.58  -0.32  -1.67
H  2.24  -1.05  0.93
H  1.76  1.69  -0.21
H  -2.05  0.70  -1.49
H  -0.95  1.49  1.33
H  -1.45  -1.96  0.40

Max |F|   4.37 eV/Å
Energy above the lowest of the compared OMol25 structures with the same formula, charge and spin   94.9 kcal/mol
HOMO (spin up / spin down)   -7.41 / -7.03 eV
Lowest unoccupied orbital energy (spin up / spin down)   0.5 / 0.6 eV